w:
DFT (ωB97M-V/def2-TZVPD) results for an isolated molecule of C3H4O3.

As for the net charge: 0. As for the spin multiplicity: 1. The HOMO-LUMO gap is 11.82 eV.

Each line ends with the natural charge from an NBO analysis.
CARTESIAN COORDINATES (ANGSTROEM)
O: 2.640 0.200 0.099  -0.557
C: 1.473 0.052 -0.081  0.964
O: 0.641 0.972 -0.636  -0.495
C: -0.638 0.727 -0.056  -0.103
C: -0.636 -0.793 0.069  -0.099
O: 0.759 -1.051 0.275  -0.492
H: -0.643 1.205 0.932  0.183
H: -1.417 1.140 -0.695  0.209
H: -1.196 -1.155 0.937  0.202
H: -0.983 -1.297 -0.844  0.189

x:
DFT (ωB97M-V/def2-TZVPD) results for an isolated molecule of C3H4O3.

As for the net charge: 0. As for the spin multiplicity: 1. The HOMO-LUMO gap is 10.00 eV.

Each line ends with the natural charge from an NBO analysis.
CARTESIAN COORDINATES (ANGSTROEM)
O: -0.097 -1.221 -1.112  -0.763
C: 0.311 0.294 -0.321  -0.099
C: 1.081 -0.362 0.739  0.401
O: 2.044 0.188 1.193  -0.495
C: -1.014 0.803 -0.016  0.393
O: -1.993 0.187 -0.342  -0.493
H: -1.070 -1.450 -1.073  0.501
H: 0.946 1.164 -0.670  0.257
H: 0.870 -1.364 1.094  0.158
H: -1.079 1.762 0.508  0.139

y:
DFT (ωB97M-V/def2-TZVPD) results for an isolated molecule of C3H4O3.

As for the net charge: 0. As for the spin multiplicity: 1. The HOMO-LUMO gap is 7.76 eV.

Each line ends with the natural charge from an NBO analysis.
CARTESIAN COORDINATES (ANGSTROEM)
O: -1.410 -0.475 -0.363  -0.372
C: -0.341 0.458 0.934  0.020
C: 0.900 0.341 0.183  0.240
O: 1.712 0.728 1.086  -0.626
C: 0.785 -0.150 -1.068  -0.178
O: -0.561 -0.236 -1.526  -0.222
H: -1.244 -1.422 -0.182  0.488
H: -0.875 1.406 0.952  0.217
H: -0.473 -0.191 1.795  0.213
H: 1.507 -0.460 -1.810  0.220

z:
DFT (ωB97M-V/def2-TZVPD) results for an isolated molecule of C3H4O3.

As for the net charge: 0. As for the spin multiplicity: 1. The HOMO-LUMO gap is 9.48 eV.

Each line ends with the natural charge from an NBO analysis.
CARTESIAN COORDINATES (ANGSTROEM)
O: -0.203 -0.036 -2.307  -0.534
C: -0.241 -0.151 -1.125  0.981
O: 0.403 -1.234 -0.474  -0.528
C: 1.721 -1.302 -0.412  0.173
C: -0.731 0.601 1.109  -0.264
O: -0.919 0.639 -0.312  -0.486
H: -0.444 -0.403 1.414  0.207
H: 2.061 -0.326 -0.853  0.048
H: -1.682 0.884 1.564  0.208
H: 0.034 1.329 1.396  0.194

Stability ranking, top and bottom: w is the most stable and y is the least stable.